Record 1
# C43H30F3MoN5O8S

A structure of composition C43H30F3MoN5O8S in a non-equilibrium geometry (the ωB97M-V functional and the def2-TZVPD basis, the Open Molecules 2025 dataset).

```
91
Properties=species:S:1:pos:R:3
Mo 0.252 -0.376 -0.575
O 4.649 0.814 0.725
C 4.638 0.170 1.909
C 5.810 0.184 2.664
C 5.869 -0.468 3.876
C 4.751 -1.123 4.377
C 3.586 -1.149 3.642
C 3.515 -0.526 2.394
C 2.305 -0.684 1.573
O 2.130 0.032 0.521
N 1.479 -1.650 1.864
N 0.475 -1.786 0.974
C -0.287 -2.825 1.206
C -1.388 -3.211 0.383
C -2.407 -4.051 0.853
C -3.490 -4.345 0.054
C -3.567 -3.846 -1.242
C -2.546 -3.068 -1.752
C -1.455 -2.719 -0.946
O -0.499 -1.933 -1.387
H 3.755 0.735 0.338
H 6.661 0.720 2.270
H 6.791 -0.460 4.438
H 4.795 -1.612 5.338
H 2.704 -1.651 4.005
H -0.079 -3.386 2.113
H -2.351 -4.426 1.864
H -4.287 -4.961 0.437
H -4.432 -4.062 -1.854
H -2.583 -2.681 -2.760
O -6.885 -0.894 3.868
C -5.608 -1.333 3.890
O -5.221 -2.021 4.797
C -4.746 -0.938 2.750
C -3.365 -1.090 2.881
C -2.513 -0.801 1.843
C -2.983 -0.336 0.606
C -4.376 -0.141 0.505
C -5.229 -0.442 1.540
N -2.104 -0.126 -0.438
C -2.616 0.143 -1.637
C -1.850 0.305 -2.789
C -2.494 0.576 -4.028
C -1.774 0.604 -5.182
C -0.388 0.382 -5.100
C 0.184 0.186 -3.862
N -0.496 0.160 -2.716
H -7.044 -0.295 3.128
H -2.975 -1.432 3.827
H -1.458 -0.919 2.004
H -4.828 0.270 -0.382
H -6.288 -0.293 1.365
H -3.687 0.228 -1.781
H -3.562 0.739 -4.022
H -2.248 0.782 -6.137
H 0.223 0.367 -5.988
H 1.251 0.032 -3.797
C 3.571 -2.651 -2.455
C 4.451 -1.634 -2.790
C 4.088 -0.316 -2.588
C 2.844 -0.008 -2.026
C 1.934 -1.032 -1.685
C 2.328 -2.346 -1.921
C 2.392 1.353 -1.745
C 3.238 2.473 -1.884
C 2.775 3.722 -1.588
C 1.416 3.897 -1.248
C 0.857 5.160 -0.981
C -0.466 5.284 -0.648
C -1.277 4.144 -0.590
C -0.757 2.900 -0.836
C 0.606 2.729 -1.143
N 1.130 1.486 -1.313
H 3.858 -3.683 -2.605
H 5.418 -1.871 -3.211
H 4.784 0.456 -2.873
H 1.648 -3.154 -1.669
H 4.265 2.320 -2.172
H 3.429 4.581 -1.605
H 1.494 6.032 -1.030
H -0.890 6.253 -0.429
H -2.320 4.240 -0.326
H -1.401 2.041 -0.777
F -0.308 3.904 3.340
C 0.364 2.962 2.680
F 0.909 3.538 1.602
F 1.372 2.553 3.446
S -0.751 1.517 2.244
O -0.652 0.683 3.397
O -2.013 2.107 1.925
O -0.046 0.991 1.055
```

Properties
M   929.74 g/mol
LUMO level (alpha / beta)   -0.0753 / -0.0753 Ha

These are the Mulliken partial charges, in e, on atoms 1 to 6: -2.10 -0.68 0.39 -0.78 -0.38 -0.89

---

Record 2
# C43H30MnN8S

A structure of composition C43H30MnN8S in a non-equilibrium geometry (the ωB97M-V functional and the def2-TZVPD basis, the Open Molecules 2025 dataset).

```
83
Properties=species:S:1:pos:R:3
Mn 0.992 -0.137 0.253
C -0.232 0.123 -3.916
C 0.902 -0.071 -4.698
C 2.103 -0.234 -4.055
C 2.183 -0.157 -2.653
N 1.074 0.008 -1.896
C -0.090 0.131 -2.551
N 3.451 -0.217 -2.152
C 3.761 -0.097 -0.915
N 2.942 -0.006 0.195
C 3.755 0.174 1.299
N 3.425 0.351 2.525
C 2.195 0.092 3.048
C 2.042 0.349 4.422
C 0.935 -0.113 5.087
C -0.002 -0.862 4.377
C 0.181 -1.029 3.027
N 1.214 -0.510 2.337
C 5.163 0.161 0.882
C 6.340 0.263 1.596
C 7.529 0.185 0.880
C 7.531 0.010 -0.501
C 6.341 -0.101 -1.213
C 5.166 -0.024 -0.494
H -1.212 0.250 -4.355
H 0.840 -0.083 -5.778
H 3.025 -0.405 -4.590
H -0.975 0.220 -1.948
H 2.836 0.884 4.920
H 0.817 0.054 6.149
H -0.864 -1.299 4.860
H -0.522 -1.629 2.471
H 6.329 0.396 2.669
H 8.473 0.262 1.403
H 8.474 -0.037 -1.030
H 6.325 -0.243 -2.285
C -0.661 3.919 0.126
C -1.822 3.430 -0.327
C -2.044 1.957 -0.544
C -0.977 1.271 0.306
C 0.400 1.759 0.453
C 0.524 3.089 0.392
C -1.384 -1.414 0.091
C -2.178 -2.362 0.969
C -1.845 -3.653 1.030
C -0.618 -4.129 0.425
C -0.234 -5.463 0.449
C 1.011 -5.851 -0.020
C 1.921 -4.896 -0.494
C 1.578 -3.570 -0.520
C 0.290 -3.156 -0.097
N -0.011 -1.855 -0.135
H -0.539 4.990 0.233
H -2.628 4.095 -0.618
H -2.142 1.738 -1.610
H 1.476 3.593 0.511
H -3.080 -1.961 1.412
H -2.467 -4.361 1.563
H -0.917 -6.198 0.857
H 1.289 -6.896 0.000
H 2.896 -5.209 -0.841
H 2.269 -2.818 -0.884
S -5.716 0.544 -0.368
C -3.980 0.303 -0.366
C -3.141 1.307 0.357
C -2.017 0.825 1.321
N -1.157 -0.124 0.722
C -2.302 -1.416 -1.120
C -3.509 -0.760 -1.155
C -5.798 2.316 -0.643
C -5.583 2.799 -1.926
C -5.654 4.173 -2.120
N -5.898 5.035 -1.140
C -6.111 4.558 0.080
C -6.082 3.201 0.384
H -3.763 2.048 0.850
H -2.057 0.919 2.400
H -2.088 -2.183 -1.856
H -4.210 -1.118 -1.902
H -5.375 2.126 -2.746
H -5.516 4.597 -3.109
H -6.316 5.291 0.852
H -6.281 2.849 1.387
```

Properties
M   745.77 g/mol
Multiplicity   5
Charge   +1
⟨S²⟩   6.14
LUMO level (alpha / beta)   -0.1164 / -0.1783 Ha

These are the Mulliken partial charges, in e, on atoms 1 to 6: 0.06 -1.23 -0.73 -0.66 0.16 0.91

---

Record 3
# C43H32BCl5N7O2S2V

A structure of composition C43H32BCl5N7O2S2V in a non-equilibrium geometry (the ωB97M-V functional and the def2-TZVPD basis, the Open Molecules 2025 dataset).

```
93
Properties=species:S:1:pos:R:3
V -0.110 0.568 -0.663
C -0.277 5.432 1.535
C 0.183 4.015 1.558
C 0.863 3.346 2.550
C 1.061 2.041 2.070
N 0.516 1.934 0.851
N -0.018 3.148 0.550
B -0.873 3.362 -0.724
N -2.064 2.392 -0.550
N -1.834 1.237 0.112
C -2.980 0.845 0.676
C -3.988 1.759 0.325
C -3.368 2.731 -0.430
C -3.945 3.977 -1.003
C -3.090 -0.235 1.658
C -2.032 -0.504 2.523
C -2.174 -1.453 3.522
C -3.375 -2.130 3.678
C -4.435 -1.861 2.823
C -4.295 -0.917 1.820
N 0.038 2.979 -1.895
N 0.849 1.913 -1.729
C 1.828 1.999 -2.641
C 1.606 3.133 -3.432
C 0.480 3.739 -2.917
C -0.168 5.014 -3.328
C 2.997 1.120 -2.680
C 3.617 0.788 -3.880
C 4.756 -0.002 -3.874
C 5.285 -0.461 -2.679
C 4.680 -0.120 -1.476
C 3.548 0.674 -1.480
C 1.769 1.014 2.848
C 2.801 0.245 2.321
C 3.479 -0.663 3.117
C 3.140 -0.810 4.451
C 2.131 -0.029 4.995
C 1.458 0.885 4.202
H 0.074 5.944 2.428
H -1.365 5.484 1.503
H 0.112 5.954 0.661
H 1.206 3.740 3.490
H -1.242 4.484 -0.814
H -5.024 1.724 0.608
H -5.020 3.987 -0.841
H -3.744 4.048 -2.072
H -3.518 4.860 -0.526
H -1.109 0.053 2.423
H -1.345 -1.654 4.188
H -3.484 -2.859 4.470
H -5.373 -2.388 2.933
H -5.115 -0.711 1.145
H 2.209 3.470 -4.256
H 0.348 5.420 -4.194
H -0.123 5.747 -2.522
H -1.217 4.858 -3.577
H 3.193 1.131 -4.814
H 5.230 -0.261 -4.810
H 6.172 -1.079 -2.683
H 5.099 -0.460 -0.538
H 3.078 0.994 -0.561
H 3.077 0.363 1.284
H 4.269 -1.263 2.687
H 3.667 -1.528 5.066
H 1.871 -0.126 6.041
H 0.676 1.499 4.629
Cl 0.828 -1.949 1.522
C 1.496 -1.976 -0.066
C 0.962 -1.048 -0.954
C 1.225 -1.275 -2.304
Cl 0.276 -0.416 -3.454
C 2.141 -2.233 -2.728
Cl 2.406 -2.491 -4.397
C 2.791 -3.027 -1.788
Cl 3.963 -4.162 -2.281
C 2.411 -2.944 -0.447
Cl 3.027 -4.058 0.696
O 0.555 -5.462 -2.143
S -0.784 -5.045 -2.454
O -1.372 -5.577 -3.645
N -0.863 -3.380 -2.439
C -1.517 -2.965 -1.403
S -1.841 -1.324 -1.019
C -2.067 -4.018 -0.515
C -2.740 -3.864 0.684
C -3.122 -5.008 1.372
C -2.845 -6.275 0.870
C -2.160 -6.425 -0.330
C -1.785 -5.283 -0.999
H -2.948 -2.874 1.058
H -3.635 -4.906 2.319
H -3.150 -7.154 1.423
H -1.912 -7.398 -0.732
```

Properties
M   981.93 g/mol
Multiplicity   3
⟨S²⟩   2.03
LUMO level (alpha / beta)   -0.0166 / -0.0059 Ha

These are the Mulliken partial charges, in e, on atoms 1 to 6: -0.04 -1.56 0.74 -1.31 -0.28 0.11

---

Record 4
# C43H32Br2I2N4O5PdSi

A structure of composition C43H32Br2I2N4O5PdSi in a non-equilibrium geometry (the ωB97M-V functional and the def2-TZVPD basis, the Open Molecules 2025 dataset).

```
90
Properties=species:S:1:pos:R:3
Pd -1.138 1.130 -0.546
I -3.749 0.067 -7.151
C -3.766 0.546 -5.123
C -3.620 1.923 -4.948
C -3.402 2.360 -3.653
I -3.335 4.375 -3.233
C -3.235 1.505 -2.555
O -2.945 1.945 -1.330
C -3.528 0.135 -2.774
C -3.479 -0.808 -1.571
N -2.101 -0.893 -1.084
C -1.124 -1.504 -2.064
C -0.592 -0.411 -2.985
C -0.428 -0.557 -4.348
C -0.046 0.551 -5.053
C 0.298 1.742 -4.391
C 0.209 1.782 -3.055
N -0.213 0.711 -2.374
C -3.757 -0.324 -4.084
H -3.590 2.633 -5.763
H -3.767 -1.831 -1.839
H -4.116 -0.474 -0.720
H -2.114 -1.410 -0.208
H -1.683 -2.287 -2.595
H -0.317 -1.926 -1.501
H -0.561 -1.492 -4.810
H 0.074 0.468 -6.109
H 0.622 2.635 -4.916
H 0.423 2.666 -2.436
H -3.806 -1.410 -4.204
Br -3.625 6.256 4.583
C -2.371 5.890 3.188
C -1.669 6.977 2.646
N -0.828 6.847 1.605
C -0.697 5.610 1.134
C -1.412 4.514 1.559
C -2.276 4.624 2.631
C -1.213 3.220 0.886
O -0.320 3.100 -0.008
O -1.920 2.255 1.246
H -1.786 7.973 3.044
H -0.014 5.557 0.272
H -2.937 3.801 2.880
Br 0.577 3.539 4.309
C -0.248 1.812 4.045
C -1.276 1.428 4.876
N -1.932 0.262 4.755
C -1.629 -0.553 3.787
C -0.596 -0.249 2.883
C 0.097 0.970 2.998
C -0.339 -1.140 1.825
O -0.815 -2.402 1.893
O 0.587 -0.931 0.874
H -1.549 2.029 5.738
H -2.284 -1.382 3.665
H 0.831 1.192 2.285
C 2.640 -2.188 -3.779
C 2.193 -3.307 -3.079
C 2.002 -3.267 -1.729
C 2.282 -2.049 -0.986
C 2.746 -0.959 -1.703
C 2.987 -1.052 -3.085
Si 1.996 -1.884 0.851
C 1.356 -3.441 1.658
C 0.176 -3.210 2.592
C -0.430 -4.478 3.095
C 0.147 -5.700 2.877
C 1.257 -5.862 2.048
C 1.803 -4.705 1.439
C 3.373 -1.007 1.831
C 3.734 0.347 1.769
C 4.888 0.795 2.433
C 5.622 -0.058 3.200
C 5.293 -1.369 3.247
C 4.194 -1.860 2.569
H 2.758 -2.185 -4.862
H 2.014 -4.186 -3.661
H 1.681 -4.159 -1.207
H 2.928 -0.011 -1.189
H 3.352 -0.206 -3.602
H 0.440 -2.622 3.494
H -1.318 -4.454 3.735
H -0.366 -6.525 3.374
H 1.638 -6.831 1.808
H 2.508 -4.873 0.650
H 3.159 1.137 1.191
H 5.119 1.826 2.401
H 6.451 0.284 3.849
H 5.817 -2.063 3.888
H 3.985 -2.918 2.703
```

Properties
M   1232.87 g/mol
Multiplicity   5
⟨S²⟩   6.08
LUMO level (alpha / beta)   0.0049 / -0.0612 Ha

These are the Mulliken partial charges, in e, on atoms 1 to 6: 0.14 0.04 -0.33 -0.55 0.21 0.06

---

Record 5
# C43H33BiCl2N3O4P

A structure of composition C43H33BiCl2N3O4P (the ωB97M-V functional and the def2-TZVPD basis, the Open Molecules 2025 dataset).

```
87
Properties=species:S:1:pos:R:3
Bi -0.397 -0.033 0.154
O -2.559 0.056 0.143
C -3.538 -0.506 0.799
C -4.846 -0.289 0.306
C -5.951 -0.786 0.949
C -5.826 -1.528 2.133
C -4.567 -1.756 2.623
C -3.409 -1.283 1.975
C -2.155 -1.651 2.594
N -0.974 -1.534 2.120
C 0.120 -2.022 2.970
C 1.435 -1.268 2.713
N 1.143 0.086 2.312
C 1.468 1.087 3.017
C 1.131 2.461 2.663
C 1.865 3.477 3.289
C 1.642 4.811 3.033
C 0.619 5.148 2.140
C -0.141 4.172 1.535
C 0.082 2.794 1.762
O -0.732 1.937 1.186
H -4.934 0.294 -0.603
H -6.935 -0.597 0.535
H -6.699 -1.908 2.645
H -4.440 -2.329 3.537
H -2.264 -2.103 3.587
H 0.283 -3.084 2.773
H -0.158 -1.920 4.023
H 1.981 -1.750 1.894
H 2.066 -1.324 3.608
H 2.050 0.948 3.938
H 2.632 3.187 4.001
H 2.229 5.577 3.522
H 0.407 6.191 1.933
H -0.962 4.432 0.878
Cl -2.050 -3.365 -3.636
C -2.049 -1.630 -3.741
C -2.607 -1.025 -4.875
C -2.615 0.332 -5.008
Cl -3.318 1.052 -6.434
C -2.056 1.150 -3.999
C -2.001 2.560 -4.055
C -1.428 3.267 -3.039
C -0.911 2.571 -1.935
N -0.952 1.265 -1.855
C -1.504 0.525 -2.860
C -1.486 -0.909 -2.692
O -0.966 -1.462 -1.649
H -3.033 -1.648 -5.650
H -2.420 3.067 -4.914
H -1.374 4.347 -3.066
H -0.467 3.096 -1.097
O 1.933 0.009 -1.420
P 3.215 -0.764 -1.381
C 2.977 -2.548 -1.414
C 4.054 -3.419 -1.592
C 3.847 -4.789 -1.583
C 2.563 -5.296 -1.419
C 1.484 -4.435 -1.284
C 1.689 -3.060 -1.281
C 4.293 -0.430 -2.785
C 3.874 -0.871 -4.044
C 4.627 -0.577 -5.168
C 5.802 0.157 -5.042
C 6.221 0.597 -3.797
C 5.467 0.306 -2.667
C 4.174 -0.337 0.091
C 5.043 -1.213 0.741
C 5.786 -0.777 1.829
C 5.675 0.537 2.266
C 4.810 1.413 1.626
C 4.053 0.975 0.547
H 5.051 -3.026 -1.763
H 4.684 -5.462 -1.723
H 2.402 -6.367 -1.424
H 0.476 -4.823 -1.207
H 0.835 -2.392 -1.263
H 2.957 -1.442 -4.138
H 4.301 -0.918 -6.141
H 6.391 0.385 -5.921
H 7.137 1.167 -3.703
H 5.799 0.648 -1.694
H 5.133 -2.240 0.412
H 6.453 -1.464 2.335
H 6.261 0.877 3.111
H 4.714 2.436 1.968
H 3.358 1.647 0.057
```

Properties
M   966.61 g/mol
LUMO level   0.0105 Ha

These are the Mulliken partial charges, in e, on atoms 1 to 6: 3.06 -0.23 0.23 -0.85 -0.45 -0.83

---

One value per record, in order, for total energy: -89753.4553, -99144.0544, -170286.0572, -228950.1689, -97963.4081 eV.
One value per record, in order, for energy above the lowest of the compared OMol25 structures with the same formula, charge and spin: 0.00, 805.39, 155.51, 41.90, 0.16 kJ/mol.